Formula: C5H6O2
Source: the OMol25 dataset
Level of theory: ωB97M-V/def2-TZVPD

Net charge = 0
ΔE to the lowest compared entry with this formula, charge and spin = 539.0 kJ/mol
HOMO (alpha / beta) = -8.2 / -8.2 eV

```
13
Properties=species:S:1:pos:R:3:forces:R:3:nbo_charge:R:1
O 0.8680 -1.5997 -1.5104 -0.003 -0.135 0.119 -0.717
C 1.0344 -0.3363 -0.9267 0.028 0.351 0.004 -0.065
C 0.0000 -0.0347 0.1389 0.149 -0.104 0.114 -0.307
C -0.4060 -1.0542 1.0624 -0.011 -0.143 -0.009 0.367
O 0.0512 -2.1955 1.0614 -0.102 0.330 0.012 -0.611
C -0.4766 1.2791 0.3491 0.067 0.414 0.095 -0.237
C -0.9270 2.4282 0.4787 0.158 -0.359 -0.002 -0.142
H 0.7951 -2.2199 -0.7634 -0.054 0.004 -0.150 0.495
H 2.0335 -0.2346 -0.4667 -0.097 -0.058 -0.066 0.172
H 0.9766 0.4054 -1.7308 0.004 -0.070 0.137 0.188
H -1.4713 0.9257 -0.1335 -0.258 -0.037 -0.073 0.479
H -1.1739 -0.7631 1.8106 0.099 -0.024 -0.098 0.116
H -1.3857 3.3853 0.6058 0.019 -0.170 -0.082 0.264
```
Positions in Å, forces in eV/Å.

Formula: C5H6O2
Source: the OMol25 dataset
Level of theory: ωB97M-V/def2-TZVPD

SMILES string = C#CC1OCCO1
Net charge = 0
ΔE to the lowest compared entry with this formula, charge and spin = 370.2 kJ/mol
HOMO = -10.0 eV

```
13
Properties=species:S:1:pos:R:3:forces:R:3:nbo_charge:R:1
C -3.0128 -0.1977 0.2651 2.861 0.982 -1.025 -0.237
C -1.9901 0.2752 -0.2020 -0.030 1.147 1.454 -0.071
C -0.6615 1.0397 -0.5944 -3.103 -0.553 -1.897 0.336
O 0.1670 1.5217 0.3665 0.935 -1.499 0.768 -0.485
C 1.0907 0.4298 0.6116 -0.910 -0.762 -1.258 -0.106
C 0.9326 -0.5175 -0.6709 2.153 3.994 0.821 -0.096
O -0.0370 0.1343 -1.4500 1.529 -0.823 -0.091 -0.499
H -3.7053 -0.7338 0.8242 -1.064 -0.474 0.265 0.230
H -0.8281 1.8509 -1.2737 -1.163 0.771 0.038 0.197
H 0.7349 -0.2530 1.3508 -0.023 0.363 1.561 0.179
H 2.0942 0.8266 0.7537 -0.244 -0.064 0.168 0.197
H 1.9372 -0.4238 -1.0645 -0.082 -0.654 -1.131 0.183
H 0.7160 -1.4628 -0.3386 -0.859 -2.428 0.327 0.173
```
Positions in Å, forces in eV/Å.

Formula: C5H6O2
Source: the OMol25 dataset
Level of theory: ωB97M-V/def2-TZVPD

SMILES string = C=C=C(O)OC=C
Net charge = 0
ΔE to the lowest compared entry with this formula, charge and spin = 478.2 kJ/mol
HOMO (alpha / beta) = -7.7 / -7.7 eV

```
13
Properties=species:S:1:pos:R:3:forces:R:3:nbo_charge:R:1
C 1.7973 1.1002 -0.3059 -0.029 0.174 0.166 -0.380
C 0.8176 0.2102 -0.2983 1.399 -0.756 -0.622 -0.316
C 0.6027 -1.0221 0.2901 0.767 1.038 -0.853 0.675
O 1.3678 -2.1138 0.2822 -0.457 0.181 0.076 -0.630
O -0.6050 -1.1637 0.7263 -1.506 1.382 -0.608 -0.487
C -1.2536 0.2494 0.2585 -1.053 -1.767 2.090 0.117
C -2.4624 0.1937 -0.2998 0.656 -0.370 0.024 -0.488
H 2.6504 1.0756 0.3731 -0.100 0.040 0.155 0.172
H 1.7694 1.9634 -0.9633 0.038 -0.065 -0.140 0.193
H 2.2581 -1.8763 -0.0099 -0.104 0.112 0.045 0.503
H -0.9947 1.0190 0.9728 0.193 -0.127 -0.091 0.203
H -2.7949 -0.6429 -0.8957 -0.040 -0.143 0.147 0.215
H -3.1526 1.0072 -0.1301 0.237 0.300 -0.389 0.222
```
Positions in Å, forces in eV/Å.

Formula: C5H6O2
Source: the OMol25 dataset
Level of theory: ωB97M-V/def2-TZVPD

Net charge = 0
ΔE to the lowest compared entry with this formula, charge and spin = 299.2 kJ/mol
HOMO (alpha / beta) = -8.1 / -7.8 eV

```
13
Properties=species:S:1:pos:R:3:forces:R:3:nbo_charge:R:1
O 1.3856 1.8382 1.1931 0.009 -0.333 -0.154 -0.575
C 0.8840 0.9066 0.5779 0.040 0.130 -0.043 0.448
C 1.5091 -0.3622 0.3047 0.005 0.009 0.105 -0.126
O 0.8661 -1.2455 -0.5142 0.501 0.033 0.087 -0.332
C -0.4159 -1.2663 -0.6221 -0.537 -0.251 -0.049 0.236
C -1.1736 -0.3295 0.2205 0.051 -0.017 -0.136 -0.502
C -0.4502 0.9676 -0.1498 0.012 0.296 0.021 -0.488
H 2.5591 -0.5856 0.4134 -0.125 0.031 0.053 0.207
H -0.1004 0.8969 -1.1941 -0.477 0.191 -0.108 0.217
H -0.8113 -1.7612 -1.4994 0.167 -0.402 0.217 0.192
H -0.9708 -0.5676 1.2860 -0.022 0.099 -0.261 0.240
H -2.2527 -0.3723 0.0604 0.233 0.090 -0.214 0.238
H -1.0289 1.8807 -0.0763 0.142 0.124 0.482 0.245
```
Positions in Å, forces in eV/Å.

> net charge of number 1 (C5H6O2)?

0